No. 1
Formula: C3H8FN
Source: OMol25
Level of theory: ωB97M-V/def2-TZVPD

Calculated values
Lowest unoccupied orbital energy: 0.0335 hartree
Energy relative to the best compared isomer or geometry (same formula, charge and spin): 0.397 eV
Energy: -7447.788 eV
Gap between HOMO and LUMO: 11.1 eV

Each line ends with the Mulliken charge.
Atoms and positions in Å:
F 2.276 -0.774 -2.018  -0.44
N 1.086 0.940 -0.675  -0.68
C -1.218 0.710 0.141  -1.27
C 0.194 0.245 -0.062  0.93
C 0.514 -1.028 0.660  -1.07
H 0.548 -0.879 1.726  0.29
H -1.832 0.044 0.621  0.39
H 2.362 -0.060 -1.488  0.43
H 1.551 -1.356 0.235  0.28
H -1.746 0.863 -0.787  0.35
H -1.325 1.641 0.754  0.29
H -0.198 -1.836 0.460  0.32
H 0.852 1.733 -1.176  0.17

No. 2
Formula: CH8N5
Source: OMol25
Level of theory: ωB97M-V/def2-TZVPD

Calculated values
Lowest unoccupied orbital energy: -0.1291 hartree
Net charge: +1
Energy relative to the best compared isomer or geometry (same formula, charge and spin): 2.871 eV
Energy: -8608.614 eV
Gap between HOMO and LUMO: 9.7 eV

Each line ends with the Mulliken charge.
Atoms and positions in Å:
N -0.782 0.049 0.566  -0.58
N 2.591 -0.678 0.006  -0.61
N -2.899 -0.590 0.107  -0.27
N 0.674 1.819 -0.132  -0.47
N 0.358 0.617 0.049  0.15
C -1.844 0.081 -0.192  0.14
H -3.703 -0.642 -0.476  0.23
H -2.844 -1.222 0.921  0.27
H 1.586 -0.152 -0.176  0.45
H 2.803 -0.449 0.967  0.36
H -1.841 0.695 -1.192  0.30
H 3.459 -0.445 -0.602  0.37
H 0.042 2.591 0.244  0.29
H 2.400 -1.675 -0.089  0.36

No. 3
Formula: C3H5LaO3
Source: OMol25
Level of theory: ωB97M-V/def2-TZVPD

Calculated values
Lowest unoccupied orbital energy (spin up / spin down): -0.3674 / -0.3669 hartree
Net charge: +2
Energy relative to the best compared isomer or geometry (same formula, charge and spin): 4.283 eV
Energy: -10171.182 eV
Gap between HOMO and LUMO (spin up / spin down): 7.2 / 7.3 eV

Each line ends with the Mulliken charge.
Atoms and positions in Å:
La -2.285 -0.219 -0.828  2.16
O -0.460 -0.988 0.454  -0.36
O -0.007 -1.203 -1.267  -0.46
O -1.420 0.674 1.633  -0.37
C 1.240 -0.806 -1.607  0.42
C -1.415 0.650 2.857  -0.05
C 1.549 0.400 -2.085  -0.62
H 1.957 -1.632 -1.546  0.37
H -1.381 -0.345 3.327  0.27
H 2.586 0.632 -2.327  0.28
H -1.229 1.592 3.392  0.28
H 0.865 1.247 -2.004  0.08

No. 4
Formula: C6H12N2O
Source: OMol25
Level of theory: ωB97M-V/def2-TZVPD

Calculated values
Lowest unoccupied orbital energy (spin up / spin down): -0.0217 / -0.0018 hartree
Energy relative to the best compared isomer or geometry (same formula, charge and spin): 5.009 eV
Energy: -11439.662 eV
Gap between HOMO and LUMO (spin up / spin down): 6.4 / 7.7 eV

Each line ends with the Mulliken charge.
Atoms and positions in Å:
O 0.773 -1.130 1.432  -0.34
N 1.326 -0.295 -1.198  -0.73
N -1.357 0.071 1.259  -0.60
C -1.149 -1.840 -0.172  -1.10
C 1.713 -1.832 0.874  -0.55
C -0.450 1.365 -1.155  -0.56
C 0.135 2.611 -0.480  -1.12
C 0.260 0.111 -0.718  0.51
C -0.542 -0.768 0.470  0.78
H 1.458 -2.841 0.533  0.35
H -1.998 -0.465 1.827  0.24
H 1.197 2.707 -0.705  0.32
H 0.017 2.566 0.602  0.30
H 1.729 -1.166 -0.612  0.28
H -2.224 -1.919 -0.174  0.27
H 2.727 -1.580 1.179  0.38
H -0.377 3.504 -0.841  0.35
H -0.336 1.449 -2.236  0.39
H -1.509 1.268 -0.923  0.29
H -0.586 -2.510 -0.798  0.33
H -0.808 0.694 1.837  0.22